Below is an isolated molecule of C2H3Br2N3 in a non-equilibrium geometry, with properties calculated with ωB97M-V/def2-TZVPD.

Geometry (Å):
C  1.635  0.355  -0.485
C  -1.143  0.176  -0.162
N  1.448  -0.788  0.037
N  0.574  -1.107  0.971
N  -0.669  -0.694  0.758
Br  1.105  2.096  -0.037
Br  -3.114  0.229  -0.199
H  2.336  0.305  -1.232
H  -0.803  0.518  -1.145
H  -1.371  -1.089  1.494

Results
E_HOMO (alpha / beta): -7.90 / -7.90 eV
Energy: -5390.1492 hartree
Gap between HOMO and LUMO (alpha / beta): 7.959 / 7.954 eV
ΔE to the lowest compared entry with this formula, charge and spin: 109.7 kcal per mole

Here are the natural (NBO) charges for atoms 1 to 2, given in e: -0.07, -0.19